{
  "formula": "C9H13SSi",
  "method": "the ωB97M-V functional and the def2-TZVPD basis",
  "total_charge": -1,
  "homo_lumo_gap_ha": [0.203, 0.203],
  "e_tot_ha": -1038.29030,
  "e_lumo_ev": [3.068, 3.068],
  "e_above_lowest_ev": 4.6481,
  "homo_ha": [-0.0901, -0.0901],
  "elements": ["C", "C", "C", "C", "C", "C", "C", "C", "C", "Si", "S", "H", "H", "H", "H", "H", "H", "H", "H", "H", "H", "H", "H", "H"],
  "coordinates": [[-1.7614, -2.3498, -0.0138], [-3.0043, -1.8167, -0.0600], [-0.4510, -1.7989, 0.1810], [-3.6420, -0.5036, 0.0084], [-0.1348, -0.5335, -0.1210], [-3.0492, 0.6671, 0.0978], [3.1030, -0.0948, 0.3952], [1.0673, 1.8324, 1.3390], [1.5361, 1.2933, -1.7551], [1.3124, 0.5086, -0.0621], [-2.8890, 2.2186, -0.0382], [-1.9166, -3.4826, -0.1932], [-3.8266, -2.6532, -0.1464], [0.3016, -2.5365, 0.5669], [-4.6533, -0.3927, -0.2422], [3.8374, 0.5849, 0.0365], [3.1313, -0.3251, 1.4966], [3.2993, -1.1558, -0.0220], [1.6148, 2.7659, 1.2010], [-0.1169, 1.9794, 1.4067], [1.3586, 1.4196, 2.3495], [1.8564, 2.3147, -1.7300], [2.3028, 0.8687, -2.3622], [0.7243, 1.1900, -2.3322]],
  "atomic_forces_ev_per_a": [[-1.9, -2.0, -0.3], [-2.3, -2.0, -0.1], [1.3, 0.3, 0.1], [2.8, -0.4, 0.2], [-0.9, 0.0, 0.3], [-0.2, 0.3, -0.6], [-1.3, -3.1, 0.5], [-2.4, -0.8, 0.5], [2.5, 0.3, 1.7], [0.9, 0.4, 1.0], [0.3, 0.4, 0.3], [1.0, 1.6, 0.6], [1.5, 1.7, 0.0], [-0.4, 0.2, -0.3], [-1.5, -0.2, 0.0], [0.9, 0.6, 0.0], [0.3, 0.8, -0.8], [-0.2, 1.6, 0.1], [-0.2, 0.1, -0.1], [2.5, 0.2, -0.2], [-0.2, 0.2, -1.1], [-0.2, 1.0, 0.3], [1.0, -0.9, -0.2], [-3.5, -0.1, -1.9]]
}